# 1
DFT (ωB97M-V/def2-TZVPD) results for a 2-piece molecular cluster, C2H2Br2O3 overall.

Cartesian coordinates (Å):
O -0.07098 -0.43162 0.69735
C 1.07147 -0.62791 0.69029
O 1.87003 0.10914 -0.08941
Br 3.56365 -0.42147 -0.39067
H 1.57003 -1.44635 1.16225
O -1.65656 0.15022 -1.76549
C -2.00706 0.39482 -0.64815
Br -1.43453 2.15403 0.27944
H -2.90604 0.11914 0.06440

Values from the calculation:
HOMO energy, eV: -10.09
Orbital gap, eV: 9.186
SMILES: O=COBr.O=CBr
Energy, hartree: -5451.07087
Strongest force on any atom, Eh/bohr: 0.063
LUMO energy, eV: -0.91

Mulliken atomic charge list, values in e, 2 entries: number 1, O, carries -0.33; number 2, C, carries 0.21

***

# 2
DFT (ωB97M-V/def2-TZVPD) results for a 2-piece molecular cluster, C2H2Br2P overall.

Cartesian coordinates (Å):
C 0.49609 0.25704 0.26487
C -0.34119 -0.46689 -0.23719
P 2.97598 -0.00332 0.98924
Br 3.62446 -1.75065 -0.14405
Br 3.74478 1.67690 -0.17780
H 0.76808 1.20761 0.65820
H -0.97089 -1.18896 -0.68865

Values from the calculation:
HOMO energy, eV: -15.37
Orbital gap, eV: 7.765
Total charge: +1
Energy, hartree: -5566.41745
Strongest force on any atom, Eh/bohr: 0.028
LUMO energy, eV: -7.60

Mulliken atomic charge list, values in e, 2 entries: number 1, C, carries -0.49; number 2, C, carries -0.15

***

# 3
DFT (ωB97M-V/def2-TZVPD) results for C2H2Br3ClS as an isolated structure.

Cartesian coordinates (Å):
C -0.26976 0.36594 -0.59180
C 1.00484 0.04751 0.89114
S -1.36886 -1.00124 -0.42425
Cl -2.68937 -0.72706 -1.90483
Br -1.09136 2.02708 -0.32113
Br 2.67217 -0.82477 0.32813
Br -0.08442 -1.04985 2.17778
H 0.44831 0.10272 -1.35971
H 1.37846 1.05967 1.20467

Values from the calculation:
HOMO energy, eV: -9.15
Orbital gap, eV: 8.683
Energy, hartree: -8657.74830
Strongest force on any atom, Eh/bohr: 0.082
LUMO energy, eV: -0.47

Mulliken atomic charge list, values in e, 2 entries: number 1, C, carries -0.37; number 2, C, carries -0.40

***

# 4
DFT (ωB97M-V/def2-TZVPD) results for a 2-piece molecular cluster, C2H2Br3P overall.

Cartesian coordinates (Å):
C -0.21459 0.25379 -0.16367
C -1.52424 0.39158 -0.18151
P -2.94266 1.36228 -0.30818
Br -3.33344 -2.37357 0.70031
Br -3.96392 1.23258 1.54271
Br -4.07383 0.05179 -1.71520
H 0.41526 -0.62076 0.30682
H 0.36374 0.93167 -0.60324

Values from the calculation:
HOMO energy (spin up / spin down), eV: -9.74 / -8.36
Orbital gap (spin up / spin down), eV: 8.182 / 5.246
Energy, hartree: -8140.69458
Strongest force on any atom, Eh/bohr: 0.097
LUMO energy (spin up / spin down), eV: -1.56 / -3.11

Mulliken atomic charge list, values in e, 2 entries: number 1, C, carries -0.41; number 2, C, carries 0.08

***

# 5
DFT (ωB97M-V/def2-TZVPD) results for C2H2Br6 as an isolated structure.

Cartesian coordinates (Å):
C -0.53085 -2.19720 0.53545
Br -1.31769 -3.47850 -0.68647
Br 1.36931 -2.55959 0.92748
Br -1.46718 -2.34825 2.25313
H -0.71409 -1.21704 0.09522
C 0.42382 2.50343 -0.48555
Br 0.97447 0.77402 0.46751
Br -0.76870 2.01661 -1.97847
Br 2.12377 3.25284 -1.24125
H -0.09290 3.25372 0.11292

Values from the calculation:
HOMO energy, eV: -10.27
Orbital gap, eV: 9.674
Energy, hartree: -15521.44835
Strongest force on any atom, Eh/bohr: 0.041
LUMO energy, eV: -0.59

Mulliken atomic charge list, values in e, 2 entries: number 1, C, carries -0.13; number 2, Br, carries -0.02

***

# 6
DFT (ωB97M-V/def2-TZVPD) results for a 2-piece molecular cluster, C2H2BrF overall.

Cartesian coordinates (Å):
C 0.22327 -0.77368 -0.51762
C 0.33949 0.32468 0.12224
F 1.17801 1.10721 0.67747
Br -2.18339 1.84579 1.24845
H -0.82599 -1.23124 -0.76601
H 1.26861 -1.27276 -0.76454

Values from the calculation:
HOMO energy (spin up / spin down), eV: -10.30 / -9.60
Orbital gap (spin up / spin down), eV: 9.196 / 6.714
Energy, hartree: -2751.12322
Strongest force on any atom, Eh/bohr: 0.059
LUMO energy (spin up / spin down), eV: -1.11 / -2.88

Mulliken atomic charge list, values in e, 2 entries: number 1, C, carries -0.35; number 2, C, carries 0.17

***

# 7
DFT (ωB97M-V/def2-TZVPD) results for a 2-piece molecular cluster, C2H2BrN3 overall.

Cartesian coordinates (Å):
N -0.19267 -3.13814 0.35389
C 0.48857 -2.31805 -0.08173
N 1.31747 -1.37007 -0.37868
C 1.45197 -0.16110 -0.29327
N 1.80600 0.97821 -0.19416
H 1.28098 1.79683 0.15479
Br -1.89421 -0.19473 0.08924
H -2.50066 -0.99873 1.05440

Values from the calculation:
HOMO energy, eV: -10.19
Orbital gap, eV: 10.592
SMILES: N#CN=C=N.Br
Energy, hartree: -2815.63812
Strongest force on any atom, Eh/bohr: 0.031
LUMO energy, eV: 0.40

Mulliken atomic charge list, values in e, 2 entries: number 1, N, carries -0.43; number 2, C, carries 0.52

***

# 8
DFT (ωB97M-V/def2-TZVPD) results for a 2-piece molecular cluster, C2H2BrN3 overall.

Cartesian coordinates (Å):
N -1.70993 -0.13181 0.12532
C -1.42981 0.67849 0.87521
Br -1.24513 2.10043 1.92173
N 1.21198 1.24263 -0.10386
C 1.14525 0.12390 -0.43141
N 1.00750 -1.11650 -0.82992
H 0.33943 -1.17312 -1.57156
H 0.68072 -1.72402 0.01449

Values from the calculation:
HOMO energy, eV: -10.30
Orbital gap, eV: 10.697
SMILES: N#CBr.N#CN
Energy, hartree: -2815.63958
Strongest force on any atom, Eh/bohr: 0.072
LUMO energy, eV: 0.39

Mulliken atomic charge list, values in e, 2 entries: number 1, N, carries -0.40; number 2, C, carries 0.27

***

Q: The highest strongest force on any atom belongs to which entry?
A: C2H2Br3P